Entry 1:
C5H11N3 | the ωB97M-V functional and the def2-TZVPD basis

As for the net charge: +2. Its HOMO-LUMO gap (spin up / spin down) is 9.853 / 9.854 eV. The value obtained for the LUMO energy (spin up / spin down) is -10.1 / -10.1 eV. As for the HOMO energy (spin up / spin down): -19.9589 / -19.9591 eV. The spin multiplicity is 1. The SMILES is CC1(C)NC=[NH+]C1=[NH2+].

Atoms and positions in Å:
H1 -0.885 2.905 0.100
C1 -0.357 0.999 0.115
H2 -2.876 0.951 -0.318
H3 1.672 0.286 -1.435
N1 -0.064 2.270 0.144
H4 0.745 2.722 0.693
C2 0.404 -0.259 0.064
H5 1.556 -1.508 -1.239
C3 -1.827 -0.926 -0.178
H6 1.636 -1.446 1.423
H7 -2.570 -1.690 -0.443
H8 -0.350 -2.240 0.164
C4 1.367 -0.331 1.190
H9 2.211 0.225 0.900
C5 1.048 -0.552 -1.267
H10 0.750 0.090 2.060
N2 -0.646 -1.258 0.176
H11 0.234 -0.625 -2.010
N3 -2.048 0.387 -0.140

Mulliken atomic charge list, values in e, 6 entries: H 0.348; C 0.122; H 0.239; H 0.446; N -0.251; H 0.377

Entry 2:
C5H11N3 | the ωB97M-V functional and the def2-TZVPD basis

As for the net charge: +2. Its HOMO-LUMO gap is 10.726 eV. The value obtained for the LUMO energy is -9.7 eV. As for the HOMO energy: -20.3992 eV. The spin multiplicity is 1. The SMILES is CC1(C)NC=[NH+]C1=[NH2+].

Atoms and positions in Å:
H1 2.095 -0.058 -0.795
N1 0.313 -1.390 -0.773
H2 0.087 -3.296 0.035
H3 1.275 1.036 -1.597
H4 -0.444 1.689 1.748
H5 -1.233 1.520 -0.382
H6 -0.604 -2.027 2.246
H7 -1.230 0.842 -1.911
H8 1.616 1.543 -0.055
H9 0.545 -1.555 -1.780
C1 -1.155 0.648 -0.866
C2 -0.202 -0.235 1.164
C3 0.115 -0.070 -0.324
N2 -0.435 0.713 2.031
C4 0.087 -2.221 0.196
H10 -0.484 0.665 3.058
H11 -1.948 -0.002 -0.530
C5 1.379 0.697 -0.597
N3 -0.336 -1.597 1.329

Mulliken atomic charge list, values in e, 6 entries: H 0.461; N -0.048; H 0.423; H 0.496; H 0.256; H 0.539

Entry 3:
C5H11N3O | the ωB97M-V functional and the def2-TZVPD basis

Its HOMO-LUMO gap (spin up / spin down) is 8.099 / 8.101 eV. The value obtained for the LUMO energy (spin up / spin down) is 0.5 / 0.5 eV. As for the HOMO energy (spin up / spin down): -7.5687 / -7.5700 eV. The spin multiplicity is 1.

Atoms and positions in Å:
N1 -0.126 0.823 -0.179
H1 -2.808 1.384 -1.615
H2 2.450 0.082 -0.802
H3 -2.128 2.247 -0.372
C1 -1.343 0.415 -0.574
H4 0.302 -1.749 0.407
H5 1.809 0.598 1.678
C2 1.279 -0.353 1.712
H6 2.659 -1.648 -0.455
C3 -1.465 -0.962 -0.725
H7 1.948 -1.102 2.151
H8 1.100 2.162 0.250
O1 -2.706 -1.439 -0.715
H9 1.488 -1.133 -1.675
C4 0.872 -0.833 0.349
N2 0.096 2.042 0.094
C5 1.927 -0.872 -0.713
H10 -3.360 -0.734 -0.507
N3 -2.414 1.324 -0.683
H11 0.419 -0.252 2.373

Mulliken atomic charge list, values in e, 6 entries: N 0.592; H 0.221; H 0.259; H 0.304; C 0.683; H 0.446

Entry 4:
C5H11N3O | the ωB97M-V functional and the def2-TZVPD basis

Its HOMO-LUMO gap is 8.357 eV. The value obtained for the LUMO energy is 0.4 eV. As for the HOMO energy: -7.9750 eV. The spin multiplicity is 1. The SMILES is [H]/N=C(/C)[NH2+]N([O-])C(=C)C.

Atoms and positions in Å:
H1 1.362 1.717 1.695
O1 1.637 -0.176 -0.537
H2 -0.296 -1.770 2.896
H3 -2.270 0.523 -2.546
H4 -2.437 -0.073 -0.897
C1 0.116 -0.580 -2.737
N1 0.414 0.320 -0.540
H5 -1.800 1.550 -1.190
N2 0.398 -1.049 3.073
H6 -0.460 -0.659 -3.648
H7 1.142 -0.913 -2.745
C2 -1.807 0.524 -1.561
C3 1.666 0.705 1.959
H8 2.007 0.284 0.759
H9 -1.074 0.489 0.982
H10 -0.741 -1.155 0.794
N3 -0.353 -0.221 0.930
C4 -0.408 -0.020 -1.646
H11 2.354 0.691 2.796
C5 0.552 -0.185 2.164

Mulliken atomic charge list, values in e, 6 entries: H 0.324; O -0.642; H 0.202; H 0.375; H 0.252; C -0.877

Entry 5:
C5H11N3O | the ωB97M-V functional and the def2-TZVPD basis

Its HOMO-LUMO gap is 8.767 eV. The value obtained for the LUMO energy is 0.8 eV. As for the HOMO energy: -7.9232 eV. The spin multiplicity is 1. The SMILES is C/C=C\N(/C=N\O)NC.

Atoms and positions in Å:
H1 -1.705 -3.120 -0.764
H2 1.022 -2.345 0.002
H3 1.241 3.458 0.160
H4 0.073 -3.667 0.850
N1 0.840 -0.140 0.166
O1 1.064 2.568 -0.181
H5 2.096 -0.524 1.789
H6 0.988 0.922 2.102
C1 0.240 -3.048 -0.146
H7 1.475 0.488 -0.183
C2 -1.259 -1.002 -0.541
H8 0.248 -0.716 2.128
C3 -0.886 1.460 -0.297
N2 -0.273 2.609 -0.381
H9 -1.953 1.449 -0.727
C4 -1.010 -2.295 -0.470
H10 -2.236 -0.802 -0.950
N3 -0.483 0.148 -0.205
C5 1.094 -0.156 1.607
H11 0.579 -3.767 -0.938

Mulliken atomic charge list, values in e, 6 entries: H 0.278; H 0.297; H 0.335; H 0.209; N -0.456; O -0.317

Entry 6:
C5H11N3O | the ωB97M-V functional and the def2-TZVPD basis

Its HOMO-LUMO gap is 9.793 eV. The value obtained for the LUMO energy is 0.8 eV. As for the HOMO energy: -9.0082 eV. The spin multiplicity is 1. The SMILES is C=N[C@@H](N)N(C)C(C)=O.

Atoms and positions in Å:
H1 0.573 1.287 2.177
C1 0.658 -0.732 0.384
H2 -3.131 -1.080 -0.714
C2 -0.091 1.421 1.323
H3 2.515 -1.267 0.988
H4 0.362 -1.780 0.468
H5 1.022 0.725 -2.737
C3 1.289 0.426 -1.729
H6 -1.034 1.918 1.553
O1 -2.046 1.179 -0.489
H7 2.187 0.895 -1.310
C4 -2.060 -1.214 -0.567
N1 -0.429 0.121 0.775
H8 2.300 0.381 0.861
H9 -1.928 -1.961 0.209
N2 0.589 -0.438 -1.153
H10 -1.596 -1.599 -1.472
N3 1.863 -0.503 1.083
C5 -1.461 0.142 -0.250
H11 0.419 2.079 0.600

Mulliken atomic charge list, values in e, 6 entries: H 0.358; C -0.259; H 0.394; C -0.965; H 0.261; H 0.397

Record order is preserved below.
Energy above the lowest of the compared OMol25 structures with the same formula, charge and spin: 4.057 2.300 5.833 6.124 5.162 1.795 eV
Record order is preserved below.
F_max: 5.114 3.902 1.626 2.497 3.451 2.909 eV/A
Record order is preserved below.
Energy: -9813.8859 -9815.6427 -11875.9378 -11875.6466 -11876.6094 -11879.9758 eV